{"formula": "C25H41F3O2P2Pb", "method": "ωB97M-V with the def2-TZVPD basis set", "species": ["H", "C", "H", "F", "C", "C", "C", "C", "C", "C", "H", "C", "C", "H", "H", "H", "H", "H", "H", "O", "C", "C", "C", "H", "H", "C", "H", "H", "H", "Pb", "F", "C", "C", "F", "P", "H", "C", "C", "H", "C", "P", "H", "H", "H", "H", "H", "H", "H", "C", "H", "H", "H", "H", "C", "C", "C", "C", "C", "H", "H", "H", "H", "C", "H", "H", "H", "H", "H", "H", "O", "H", "H", "H", "H"], "positions_angstrom": [[2.319, -0.169, 5.228], [-0.658, -1.696, 4.325], [-0.169, 2.241, -1.824], [-0.248, 4.823, 4.950], [-2.063, -3.129, 2.706], [2.533, 2.474, -0.772], [-0.668, 2.153, -5.229], [-1.741, -1.189, 5.178], [0.512, -2.812, 2.678], [-2.922, 1.276, -1.189], [0.701, 0.535, 5.436], [2.557, -0.365, -1.302], [0.478, -0.529, -5.544], [3.405, -2.689, 3.987], [0.493, 0.165, -6.399], [-1.794, -0.092, 5.108], [1.211, -0.820, 6.457], [-3.805, 0.628, -1.093], [0.685, 3.218, -3.901], [-1.315, 1.601, 3.849], [-1.395, -1.370, -1.397], [-1.684, 0.053, -4.265], [-0.998, -0.895, -5.189], [-2.389, -3.981, 3.323], [0.939, -1.475, -5.876], [-1.564, 1.394, -4.314], [2.504, 2.807, -1.817], [1.798, -0.827, -3.873], [3.571, 2.277, -0.466], [-0.213, 0.881, 1.619], [-0.876, 3.107, 6.152], [1.270, -0.406, 5.440], [1.498, 1.282, -4.104], [-2.355, 4.206, 4.952], [-1.432, 0.345, -0.759], [2.726, -0.169, -2.368], [1.289, -0.019, -4.405], [0.719, -1.355, 4.456], [-0.599, -1.930, -0.881], [0.014, 1.177, -1.593], [1.565, 0.950, -0.541], [-1.229, -1.452, -2.485], [-1.141, 3.139, -5.371], [-1.031, -1.908, -4.758], [1.695, -3.327, 0.965], [3.306, -1.008, 3.422], [-2.710, -1.598, 4.878], [2.304, 1.588, -3.426], [2.908, -2.022, 3.264], [-1.970, -3.480, 1.669], [-3.013, 2.107, -0.470], [3.534, -0.402, -0.795], [0.078, 0.637, -2.543], [-0.818, 2.757, 3.742], [-1.076, 3.751, 4.964], [1.443, -2.066, 3.455], [0.846, -3.710, 1.550], [0.760, 2.442, -4.685], [2.119, 3.255, -0.116], [-0.006, -3.833, 0.870], [-2.321, 2.033, -3.850], [3.190, -2.351, 2.256], [-0.789, -2.583, 3.215], [-2.363, -1.836, -1.153], [1.320, 2.903, -5.519], [2.061, -1.340, -1.177], [-2.512, -0.399, -3.697], [-0.605, 1.682, -6.216], [-1.559, -1.459, 6.228], [-0.172, 3.168, 2.741], [-2.863, -2.372, 2.737], [1.125, -4.713, 1.920], [-2.872, 1.686, -2.204], [-1.535, -0.965, -6.154]], "charge": 2, "homo_energy_ev": [-13.697, -13.697], "orbital_gap_ev": [5.29, 5.25]}

***

{"formula": "C25H41N5O5PPtS2", "method": "ωB97M-V with the def2-TZVPD basis set", "species": ["N", "C", "C", "C", "O", "H", "S", "H", "H", "C", "N", "H", "C", "H", "C", "H", "C", "C", "H", "C", "H", "H", "C", "C", "H", "H", "H", "H", "C", "H", "C", "H", "H", "O", "C", "H", "S", "H", "Pt", "H", "H", "C", "H", "N", "C", "H", "H", "H", "C", "H", "H", "H", "C", "O", "H", "H", "H", "H", "O", "N", "H", "H", "H", "H", "C", "H", "N", "H", "H", "C", "O", "P", "H", "C", "C", "C", "H", "C", "C", "H"], "positions_angstrom": [[0.922, 0.234, 2.958], [0.579, -5.342, -1.743], [0.003, -4.123, -1.456], [3.543, -2.644, 1.526], [1.094, -0.548, 1.924], [-0.325, -3.469, -2.254], [4.026, -0.780, -0.337], [2.946, 0.337, 3.261], [3.436, -3.055, -0.616], [-0.724, -2.445, 0.182], [-3.290, 0.649, -2.305], [-2.543, 3.967, 0.199], [0.909, -5.757, 0.608], [-4.693, 0.412, -0.329], [0.546, 1.565, 5.333], [1.479, -7.128, -0.949], [-3.281, 3.301, 0.635], [-2.753, 4.027, -2.558], [2.201, 2.664, -1.405], [0.333, -4.540, 0.908], [0.133, 2.379, -2.065], [-4.078, 1.410, -4.116], [0.384, -0.010, -3.485], [-4.395, 1.158, -3.099], [0.395, 2.067, 6.278], [2.064, -2.101, -0.014], [-2.863, 2.911, 1.566], [-4.189, 3.867, 0.861], [1.032, -6.170, -0.717], [6.311, -1.109, 0.355], [1.827, 1.254, 4.899], [-1.101, 0.330, 2.625], [-0.802, -2.106, 1.204], [3.279, 0.389, 0.273], [1.995, 0.600, 3.700], [-2.487, -0.561, -3.838], [1.305, -0.698, -2.260], [-2.359, 5.026, -2.348], [0.783, 0.628, -0.169], [-2.827, 3.914, -3.645], [-3.555, -1.390, -2.672], [-4.502, 1.247, 0.340], [-5.173, 0.392, -3.166], [-0.235, 0.444, -4.352], [2.533, 3.181, -0.503], [3.337, 2.613, -0.044], [-4.071, 0.860, 1.270], [5.291, -0.304, 1.564], [-2.779, -0.627, -2.788], [5.521, -3.293, 0.969], [-3.746, 3.958, -2.124], [-1.060, -1.787, -0.601], [-0.535, 1.248, 4.525], [-0.351, 2.615, 1.408], [-1.545, 1.509, 4.804], [-0.110, 4.119, -2.294], [3.216, -3.647, 1.803], [5.475, -2.518, 2.550], [-1.337, 0.848, -0.656], [-3.613, 2.217, -0.289], [-4.834, 2.038, -2.632], [3.068, -1.935, 2.206], [2.860, 4.188, -0.749], [1.267, -6.394, 1.407], [0.587, 2.360, 0.684], [0.241, -4.215, 1.937], [-1.861, 3.034, -1.979], [-1.907, -0.919, -2.215], [-5.452, 1.730, 0.580], [-0.330, 0.591, 3.332], [1.452, 3.359, 0.420], [-2.429, 1.639, -1.306], [0.683, -5.656, -2.774], [3.127, -2.296, 0.108], [-0.511, 3.127, -2.521], [5.353, -1.143, 0.872], [2.700, 1.516, 5.478], [-0.147, -3.688, -0.117], [5.059, -2.486, 1.542], [-0.500, 2.965, -3.601]], "homo_energy_ev": [-6.772, -7.161], "orbital_gap_ev": [6.76, 7.00], "s_squared": 0.79, "multiplicity": 2}

***

{"formula": "C25H41N5O6", "method": "ωB97M-V with the def2-TZVPD basis set", "species": ["H", "H", "O", "N", "H", "H", "H", "N", "H", "H", "H", "H", "N", "H", "H", "C", "H", "C", "C", "H", "C", "N", "C", "H", "C", "H", "C", "N", "H", "H", "H", "H", "H", "H", "C", "H", "O", "H", "H", "H", "H", "H", "C", "O", "C", "C", "H", "C", "C", "H", "H", "C", "H", "H", "H", "C", "C", "O", "H", "O", "H", "H", "H", "O", "H", "C", "C", "H", "C", "H", "H", "C", "C", "C", "C", "C", "C"], "positions_angstrom": [[-2.801, -3.250, -0.868], [-2.333, -4.394, -3.136], [-2.597, 0.926, 1.740], [2.950, -1.487, -0.307], [3.007, 5.269, 2.807], [-3.803, -0.813, 3.668], [5.216, 2.568, -2.388], [1.590, 0.222, -1.099], [0.671, -0.948, 4.355], [3.508, 3.689, -1.066], [1.772, 1.861, 1.959], [0.242, 1.225, -2.353], [0.492, -0.703, 2.300], [1.231, 2.954, -0.878], [-1.493, -2.025, 4.013], [-2.901, -3.586, -3.599], [-0.697, -3.646, -1.879], [-1.673, -1.144, 3.395], [-3.417, -2.517, -1.397], [3.906, 3.033, -3.472], [-0.419, -2.597, -1.894], [-0.062, 1.167, 0.246], [-3.116, -1.127, 2.880], [1.069, 3.806, 3.345], [-0.764, -1.163, 2.172], [-3.418, -2.104, 2.506], [3.288, 2.683, -1.432], [-2.575, -1.400, -1.759], [4.020, 3.847, 2.553], [1.843, 0.863, -3.025], [-4.876, 0.003, -0.973], [-1.137, -2.727, -4.511], [-0.606, 1.417, -0.573], [2.416, 3.500, 4.443], [-3.170, -0.136, 1.736], [0.546, -2.508, -2.387], [-2.008, 0.777, -1.747], [4.076, 1.352, -2.950], [3.696, -2.150, -0.485], [-1.482, -0.249, 3.985], [1.394, 1.244, 4.922], [-3.853, 1.268, -0.223], [-1.452, -1.742, -2.629], [-1.211, -1.512, 1.084], [1.313, 1.207, -2.136], [0.901, 0.232, 0.090], [-4.641, -3.991, -2.378], [3.001, 4.224, 2.504], [1.117, 1.117, 3.872], [-3.324, -3.971, -4.528], [2.665, 4.168, 1.471], [-1.984, -2.404, -3.905], [3.527, 1.984, -0.626], [-4.646, -2.405, -3.160], [3.080, 1.526, 3.095], [2.601, -0.688, -1.356], [-2.741, -0.135, -1.377], [-3.945, -0.562, 0.739], [0.101, 1.498, 3.746], [3.146, -0.773, -2.436], [-0.646, 1.079, 1.068], [-0.327, -2.252, -0.867], [-2.544, -1.660, -4.476], [2.769, -2.338, 1.786], [2.181, -0.727, 3.476], [4.173, 2.388, -2.638], [1.793, 2.609, -1.747], [-4.205, -2.196, -0.720], [2.084, 3.408, 3.406], [-0.984, -0.791, -2.899], [1.566, 3.276, -2.580], [2.353, -1.552, 0.954], [1.147, -0.383, 3.553], [-4.015, -3.142, -2.658], [2.071, 1.935, 3.004], [-3.931, 0.202, -0.463], [1.272, -0.629, 1.105]], "homo_energy_ev": -8.120, "orbital_gap_ev": 8.73}